[1]
C2H6N2OP | the ωB97M-V functional and the def2-TZVPD basis

```
! RIJCOSX wB97M-V def2-TZVPD def2/J DEFGRID3
* xyz -1 1
O -1.673 1.023 -1.248
H 0.479 2.275 -0.006
H -1.164 -0.688 1.038
C 0.124 -0.996 -0.659
N 0.512 0.636 1.093
H -0.729 -1.539 -1.179
H 0.965 -1.518 -0.941
P -0.227 0.751 -1.437
H 1.566 0.606 0.908
N -0.037 1.485 0.064
H 0.322 -1.365 1.565
C -0.138 -0.671 0.802
*
```

Calculated values
SMILES string: [O-]P1CCNN1
Energy above the lowest of the compared OMol25 structures with the same formula, charge and spin: 16.9 kcal per mole

Mulliken charges in e: number 1, O, carries -0.5529; number 2, H, carries 0.2219; number 3, H, carries 0.2791; number 4, C, carries -0.8884; number 5, N, carries -0.4818; number 6, H, carries 0.2535; number 7, H, carries 0.4774; number 8, P, carries -0.2194; number 9, H, carries 0.2249; number 10, N, carries -0.2638; number 11, H, carries 0.2790; number 12, C, carries -0.3295



[2]
C20H31N3O2S | the ωB97M-V functional and the def2-TZVPD basis

```
! RIJCOSX wB97M-V def2-TZVPD def2/J DEFGRID3
* xyz 0 1
H -4.351 2.651 -1.926
C 0.515 -3.897 -2.282
H 1.152 2.038 0.970
C -6.824 1.963 0.433
C -1.681 -0.831 0.134
N 0.135 -1.702 -1.397
H -0.587 1.723 0.976
S 2.319 -5.091 -3.531
H -3.372 -2.744 -0.166
H -1.613 -6.045 -1.867
C -6.244 2.194 -2.814
O -2.646 1.476 -0.767
H 1.933 -2.676 -3.443
H -1.642 -0.128 0.969
H -5.229 4.716 -0.877
H -7.148 1.625 -2.570
H -7.333 5.393 -2.008
H -7.044 0.928 0.207
H -7.343 3.723 -3.879
C 0.327 1.617 0.394
H 0.195 2.215 -0.508
H 1.552 0.134 -0.534
C -5.240 2.067 -1.664
H -0.817 0.163 -1.565
H 0.796 -0.427 0.945
H -4.419 -2.023 -1.357
H -5.712 4.183 -3.418
C -0.697 -5.969 -1.280
C -6.608 3.654 -3.074
H 1.142 -1.692 -1.414
H -6.570 4.616 0.257
H -7.669 2.515 0.823
O -1.626 -3.133 -1.628
C -0.436 -2.883 -1.731
C -5.840 2.716 -0.422
C 1.588 -3.635 -3.086
H -0.941 -5.391 -0.391
C -4.784 0.627 -1.475
N -2.991 -0.732 -0.494
C 0.619 0.165 0.040
H -4.744 1.484 1.076
C -6.157 4.177 -0.655
H -4.750 0.120 -2.446
H -0.373 -6.969 -1.000
H -8.094 3.882 -1.534
N 1.279 -6.043 -2.688
H -4.686 -1.672 0.366
H -5.363 3.065 1.715
H -5.824 1.749 -3.721
C -7.138 4.336 -1.814
C -0.481 -0.516 -0.780
H -1.576 -1.834 0.542
C -3.926 -1.844 -0.402
C 0.372 -5.308 -2.088
C -3.393 0.511 -0.872
H -5.500 0.058 -0.879
C -5.450 2.295 0.959
*
```

Calculated values
Energy above the lowest of the compared OMol25 structures with the same formula, charge and spin: 8.2 kcal per mole

Mulliken charges in e: number 1, H, carries 0.5534; number 2, C, carries 0.3106; number 3, H, carries 0.4213; number 4, C, carries -0.8395; number 5, C, carries -1.6820; number 6, N, carries -0.1738; number 7, H, carries 0.2606; number 8, S, carries 0.0118; number 9, H, carries 0.4904; number 10, H, carries 0.2382; number 11, C, carries -0.9835; number 12, O, carries -0.6071; number 13, H, carries 0.4777; number 14, H, carries 0.5317; number 15, H, carries 0.3197; number 16, H, carries 0.2924; number 17, H, carries 0.3817; number 18, H, carries 0.1991; number 19, H, carries 0.4216; number 20, C, carries -1.1758; number 21, H, carries 0.2821; number 22, H, carries 0.4907; number 23, C, carries 0.8224; number 24, H, carries 0.2449; number 25, H, carries 0.3109; number 26, H, carries 0.3839; number 27, H, carries 0.2915; number 28, C, carries -1.0736; number 29, C, carries -0.7652; number 30, H, carries 0.2790; number 31, H, carries 0.3828; number 32, H, carries 0.3107; number 33, O, carries -0.5897; number 34, C, carries 0.5365; number 35, C, carries 0.8498; number 36, C, carries -0.4661; number 37, H, carries 0.2962; number 38, C, carries -1.6076; number 39, N, carries 0.6499; number 40, C, carries -0.8988; number 41, H, carries 0.0645; number 42, C, carries -1.2697; number 43, H, carries 0.4538; number 44, H, carries 0.3917; number 45, H, carries 0.3156; number 46, N, carries -0.6614; number 47, H, carries 0.2880; number 48, H, carries 0.2805; number 49, H, carries 0.4148; number 50, C, carries -0.6486; number 51, C, carries 0.6355; number 52, H, carries 0.5758; number 53, C, carries -1.2130; number 54, C, carries 0.2506; number 55, C, carries 0.0776; number 56, H, carries 0.4186; number 57, C, carries -0.5531



[3]
C27H55N2O | the ωB97M-V functional and the def2-TZVPD basis

```
! RIJCOSX wB97M-V def2-TZVPD def2/J DEFGRID3
* xyz 1 1
C -1.703 3.413 2.046
C -3.129 4.095 3.937
C 4.779 -3.538 1.191
H -2.515 4.987 3.818
H 0.502 -3.198 -1.270
H -4.056 3.262 0.742
C -3.518 1.929 2.823
H -2.000 1.376 -1.184
H -1.350 -1.342 -1.825
H -3.192 6.004 1.776
H -2.732 -1.114 0.856
H 4.314 -4.508 1.054
H -2.933 -0.579 -1.828
H -1.796 -3.225 1.243
O 1.621 -3.416 -4.305
C -1.497 -2.798 0.285
H 2.513 -5.404 -2.777
H 0.924 -5.527 -0.377
C 4.866 -0.250 -1.743
N -0.227 -3.920 -3.008
H -2.614 3.437 4.637
H -1.392 4.274 0.088
H 5.455 -0.529 -2.617
H -4.472 4.353 5.560
H 4.954 0.828 -1.618
H 3.359 -1.665 -2.325
C 1.902 -4.686 -2.245
C 1.221 -0.223 -3.152
H 0.573 -0.209 -0.717
H -1.563 0.572 0.356
H -5.188 6.036 3.115
C 5.369 -0.995 -0.485
H 2.441 -3.958 -1.643
H -0.959 5.363 1.388
H -0.765 -3.125 -3.338
C 1.123 -3.914 -3.361
H -3.413 5.532 0.101
H 5.190 -2.825 -1.666
C -4.948 5.886 4.169
C -3.109 5.168 1.080
C 6.001 -3.396 0.258
H 1.106 -1.115 -2.540
H -2.375 -3.922 -1.370
C -0.187 -4.014 -1.527
N -3.114 3.353 2.620
H 6.217 -0.446 -0.077
H 3.136 0.076 -4.032
C 0.020 0.653 -1.080
H 5.125 -3.495 2.220
C 5.829 -2.395 -0.894
H 0.372 -6.094 -1.959
H 0.699 1.809 -2.752
C -4.515 4.450 4.474
H -1.549 -4.883 -0.145
H -1.527 2.483 1.510
H -5.279 3.746 4.137
C 3.402 -0.632 -1.986
H 4.546 -0.991 0.224
C -2.511 -1.697 -0.039
H -4.538 1.903 3.200
H 6.808 -2.270 -1.356
H 0.987 -0.474 -4.181
H -4.932 4.249 1.923
H 6.916 -3.191 0.808
H -0.697 0.786 -3.144
C -2.066 -0.798 -1.211
H 0.417 1.516 -0.535
C -3.947 3.996 1.540
H -3.440 -2.173 -0.355
H 4.026 -2.767 1.054
C 0.726 -5.229 -1.402
H -5.839 6.140 4.741
H 2.872 -0.491 -1.044
H -0.991 3.498 2.862
C 0.242 0.836 -2.595
H -3.463 1.413 1.868
H -4.166 6.596 4.442
H 2.763 1.278 -2.776
C 2.710 0.227 -3.044
C -1.493 -3.972 -0.737
H -0.502 -2.386 0.438
H 6.149 -4.371 -0.203
C -1.682 4.609 1.083
C -1.458 0.544 -0.732
H -2.833 1.474 3.534
*
```

Mulliken charges in e: number 1, C, carries -0.0217; number 2, C, carries -0.7091; number 3, C, carries -1.0176; number 4, H, carries 0.5957; number 5, H, carries -0.1324; number 6, H, carries 0.4176; number 7, C, carries -1.0653; number 8, H, carries 0.3699; number 9, H, carries -0.2893; number 10, H, carries 0.2362; number 11, H, carries 0.0165; number 12, H, carries 0.3024; number 13, H, carries 0.4288; number 14, H, carries 0.5070; number 15, O, carries -0.5525; number 16, C, carries -0.8211; number 17, H, carries 0.4501; number 18, H, carries 0.4621; number 19, C, carries -1.0330; number 20, N, carries -0.4648; number 21, H, carries 0.3773; number 22, H, carries 0.3351; number 23, H, carries 0.4002; number 24, H, carries 0.4287; number 25, H, carries 0.4458; number 26, H, carries -0.1305; number 27, C, carries -0.3089; number 28, C, carries 0.8504; number 29, H, carries -0.0788; number 30, H, carries -0.0957; number 31, H, carries 0.2531; number 32, C, carries -0.5641; number 33, H, carries -0.0978; number 34, H, carries 0.3716; number 35, H, carries 0.3660; number 36, C, carries 0.3388; number 37, H, carries 0.5175; number 38, H, carries 0.3313; number 39, C, carries -1.2104; number 40, C, carries -0.5827; number 41, C, carries -0.6369; number 42, H, carries -0.9755; number 43, H, carries 0.4874; number 44, C, carries 0.7274; number 45, N, carries 0.3564; number 46, H, carries 0.3728; number 47, H, carries 0.3535; number 48, C, carries -0.1890; number 49, H, carries 0.2817; number 50, C, carries -0.6631; number 51, H, carries 0.3332; number 52, H, carries 0.6036; number 53, C, carries -0.5397; number 54, H, carries 0.3512; number 55, H, carries -0.3273; number 56, H, carries 0.2529; number 57, C, carries 0.4006; number 58, H, carries 0.3494; number 59, C, carries -0.6481; number 60, H, carries 0.3303; number 61, H, carries 0.3022; number 62, H, carries 0.6444; number 63, H, carries 0.4127; number 64, H, carries 0.4107; number 65, H, carries 0.4638; number 66, C, carries 0.0725; number 67, H, carries 0.5089; number 68, C, carries -0.6696; number 69, H, carries 0.5290; number 70, H, carries 0.2500; number 71, C, carries -0.8144; number 72, H, carries 0.3849; number 73, H, carries 0.1919; number 74, H, carries 0.3472; number 75, C, carries -1.3950; number 76, H, carries 0.3838; number 77, H, carries 0.3303; number 78, H, carries 0.4130; number 79, C, carries -1.3872; number 80, C, carries -1.1046; number 81, H, carries 0.2974; number 82, H, carries 0.3443; number 83, C, carries -0.6425; number 84, C, carries -0.5536; number 85, H, carries 0.4327



| no. | total energy (eV) | lowest unoccupied orbital energy (eV) |
| --- | --- | --- |
| 1 | -16486.5474 | 4.5 |
| 2 | -40644.5030 | 0.6 |
| 3 | -33912.8202 | -2.4 |